55
Properties=species:S:1:pos:R:3:mulliken_charge:R:1 method="wB97M-V/def2-TZVPD" homo_ev="-3.0 / -4.1" largest_force_ev_per_a=4.45 multiplicity=4 e_above_lowest_ev=5.307 orbital_gap_ev="3.38 / 4.37" charge=0
C -0.31721 -2.70228 -0.07226 -1.212
C -0.69985 -1.92419 -1.20939 -0.232
C 0.42058 -1.85501 -2.10333 -0.740
H -1.68739 -1.49734 -1.38591 0.807
C 1.48692 -2.61136 -1.53253 -1.015
C 1.02617 -3.15616 -0.28502 -0.628
H 1.54450 -3.91365 0.30417 0.793
H -0.99006 -2.98066 0.74471 0.511
H 0.43163 -1.35614 -3.07325 0.531
H 2.42860 -2.83954 -2.03490 0.632
V 0.98117 -0.91275 -0.17122 0.017
C 0.15526 3.46408 -0.24053 -0.017
H 0.52281 3.50540 -1.26715 0.267
H 0.21334 4.46612 0.23260 0.361
H -0.95586 3.28857 -0.20256 -0.022
Si -0.42654 1.50527 -0.06482 -0.610
C -1.38564 1.23549 1.48168 1.148
C -2.32928 0.20191 1.40881 -0.090
H -2.37681 -0.42332 0.50745 0.428
C -3.23140 0.00031 2.45673 -0.999
H -3.93286 -0.82806 2.37504 0.407
C -3.24796 0.85393 3.56524 -0.486
H -4.00162 0.72261 4.35117 0.357
C -2.28022 1.86582 3.65497 -0.483
H -2.25956 2.49756 4.54499 0.369
C -1.36362 2.07543 2.61817 -0.657
H -0.63939 2.89212 2.68402 0.221
C -1.31823 1.17959 -1.69100 0.931
C -2.72011 1.26369 -1.82364 -0.450
H -3.35353 1.34334 -0.93543 0.353
C -3.30611 1.30241 -3.09887 -0.552
H -4.38240 1.46324 -3.19461 0.384
C -2.52568 1.19479 -4.25897 -0.511
H -2.97816 1.27335 -5.25612 0.349
C -1.14143 1.02720 -4.13241 -0.450
H -0.51304 0.92596 -5.02433 0.395
C -0.54409 1.05709 -2.86273 -0.744
H 0.55374 1.00399 -2.79891 0.404
H 0.97613 0.98425 -0.22543 -0.250
H 0.81703 2.84319 0.46357 -0.565
N 1.11703 -1.14937 1.85370 -0.351
C 2.51334 -1.10008 2.38661 -0.538
C 3.42967 -1.96609 1.54107 -0.218
C 3.98764 -1.36559 0.26593 -0.838
N 2.99286 -0.58118 -0.52283 0.293
H 0.49985 -0.47868 2.31805 0.114
H 0.68907 -2.03905 2.12847 0.364
H 2.84459 -0.05703 2.46496 0.120
H 2.47629 -1.48919 3.41065 0.542
H 4.29183 -2.20860 2.17150 0.455
H 2.95616 -2.93160 1.31820 -0.024
H 4.82474 -0.69140 0.47136 0.423
H 4.38146 -2.15065 -0.38588 0.312
H 3.19906 -0.64042 -1.52807 0.234
H 3.14656 0.41272 -0.34174 0.161